(1)
This record from the OMol25 dataset describes C29H70F3MgO17S as an isolated structure. The level of theory is ωB97M-V/def2-TZVPD.

The HOMO-LUMO gap (alpha / beta) is 7.20 / 2.40 eV. The expectation value of S² is 0.756. The HOMO energy (alpha / beta) comes out at -12.666 / -12.666 eV. The calculation puts the energy at -90421.918 eV.

Structure (ORCA input):
```
! RIJCOSX wB97M-V def2-TZVPD def2/J DEFGRID3
* xyz 2 2
Mg -2.89 -0.64 0.28
C 1.76 -1.18 -0.31
F 2.97 -0.71 -0.60
F 1.60 -2.45 -0.70
F 1.66 -1.18 1.05
S 0.34 -0.01 -1.05
O 0.25 -0.23 -2.51
O -0.94 -0.40 -0.45
O 0.77 1.36 -0.63
C -5.97 -0.75 0.58
O -4.67 -0.35 0.98
C -4.79 0.74 1.89
C -3.44 0.80 2.60
O -2.39 0.81 1.66
C -1.13 1.06 2.38
H -6.42 -0.22 -0.25
H -6.77 -0.86 1.31
H -5.73 -1.76 0.23
H -5.49 0.46 2.68
H -5.06 1.71 1.48
H -3.35 -0.03 3.30
H -3.35 1.72 3.18
H -0.34 0.93 1.63
H -0.92 0.35 3.18
H -0.98 2.06 2.78
C -0.78 -4.54 -1.03
O -1.06 -5.02 -2.35
C -1.00 -6.40 -2.35
C -1.26 -6.84 -3.80
O -1.54 -8.19 -3.93
C -2.90 -8.49 -3.97
H 0.25 -4.65 -0.71
H -1.53 -4.84 -0.30
H -0.84 -3.46 -1.18
H -1.73 -6.93 -1.72
H -0.03 -6.74 -1.99
H -0.39 -6.75 -4.45
H -2.04 -6.22 -4.24
H -3.09 -9.56 -3.97
H -3.42 -8.19 -4.88
H -3.55 -8.23 -3.13
C -2.44 -2.48 5.54
O -1.67 -3.65 5.89
C -1.17 -4.40 4.78
C -0.02 -3.86 3.97
O 1.24 -4.12 4.53
C 2.31 -3.27 3.97
H -2.78 -2.02 6.47
H -3.26 -2.92 4.97
H -1.92 -1.76 4.91
H -2.01 -4.75 4.18
H -0.75 -5.40 4.94
H -0.26 -2.84 3.65
H 0.04 -4.32 2.99
H 2.24 -3.24 2.89
H 3.33 -3.55 4.25
H 2.03 -2.27 4.32
C -2.32 2.11 -1.08
O -3.20 0.94 -0.82
C -3.86 0.65 -2.05
C -3.41 -0.70 -2.39
O -3.50 -1.53 -1.29
C -3.84 -2.87 -1.77
H -2.93 3.01 -1.07
H -1.70 1.92 -1.96
H -1.72 2.17 -0.17
H -3.68 1.24 -2.95
H -4.93 0.59 -1.86
H -2.36 -0.75 -2.65
H -3.77 -1.15 -3.31
H -3.03 -3.07 -2.48
H -4.79 -2.84 -2.30
H -3.78 -3.51 -0.89
C 1.05 8.98 3.68
O 1.75 8.37 2.61
C 0.94 7.20 2.29
C 1.71 6.56 1.17
O 0.90 5.66 0.43
C 0.61 4.38 1.01
H 1.16 8.48 4.65
H -0.01 9.07 3.45
H 1.37 10.02 3.75
H -0.03 7.46 1.88
H 0.83 6.58 3.18
H 2.55 5.90 1.39
H 2.16 7.23 0.44
H -0.01 4.52 1.89
H 1.58 3.92 1.23
H 0.08 3.79 0.26
C 7.29 -2.19 -0.30
O 7.29 -0.84 0.11
C 6.18 0.00 -0.30
C 6.18 1.33 0.52
O 5.76 1.18 1.84
C 4.27 1.15 1.84
H 7.43 -2.26 -1.37
H 6.37 -2.71 -0.02
H 8.21 -2.62 0.10
H 5.21 -0.48 -0.17
H 6.38 0.15 -1.36
H 5.57 2.12 0.08
H 7.16 1.82 0.54
H 3.68 1.89 1.31
H 3.87 0.85 2.81
H 3.95 0.31 1.23
C 1.85 5.37 -2.61
O 0.64 5.03 -3.30
C 0.39 3.65 -3.29
C 1.43 2.81 -4.07
O 1.34 2.72 -5.49
C 2.52 1.99 -6.02
H 1.83 6.42 -2.32
H 2.73 5.11 -3.19
H 2.03 4.74 -1.74
H -0.61 3.41 -3.65
H 0.46 3.25 -2.28
H 1.12 1.79 -3.84
H 2.45 3.04 -3.78
H 3.45 2.35 -5.59
H 2.49 2.07 -7.11
H 2.45 0.93 -5.77
*
```

=====

(2)
This record from the OMol25 dataset describes a 5-piece molecular cluster, C29H74N7O3S overall. The level of theory is ωB97M-V/def2-TZVPD.

The HOMO-LUMO gap is 5.04 eV. Its energy relative to the best compared isomer or geometry (same formula, charge and spin) is 0.0 kJ/mol. The HOMO energy comes out at -9.057 eV. The calculation puts the energy at -58673.980 eV.

Structure (ORCA input):
```
! RIJCOSX wB97M-V def2-TZVPD def2/J DEFGRID3
* xyz 1 1
N 3.03 0.16 -3.62
C 3.31 1.03 -4.68
N 3.15 0.55 -5.87
N 3.74 2.33 -4.44
C 3.01 3.44 -5.14
C 1.97 4.03 -4.17
C 0.62 4.28 -4.86
C 0.00 3.06 -5.52
S -0.27 1.66 -4.46
O 0.34 0.52 -5.09
O 0.11 1.92 -3.10
O -1.85 1.54 -4.54
H 2.34 0.60 -3.00
H 3.88 0.00 -3.08
H 2.65 -0.31 -6.01
H 3.52 1.03 -6.68
H 4.74 2.39 -4.60
H 2.54 3.12 -6.07
H 3.75 4.19 -5.41
H 2.34 5.00 -3.84
H 1.90 3.42 -3.27
H -0.06 4.80 -4.19
H 0.81 4.99 -5.67
H 0.58 2.67 -6.36
H -0.97 3.33 -5.94
H -2.09 0.75 -4.03
C 4.80 3.11 -1.28
C 3.90 2.27 -0.39
N 4.55 1.07 0.11
C 3.62 0.13 0.71
C 2.88 0.55 1.98
C 5.81 1.28 0.82
C 5.79 2.19 2.05
H 5.20 2.50 -2.09
H 4.22 3.92 -1.72
H 5.64 3.56 -0.75
H 3.04 1.95 -0.98
H 3.50 2.91 0.41
H 4.16 -0.80 0.91
H 2.87 -0.12 -0.05
H 3.53 0.53 2.86
H 2.06 -0.14 2.17
H 2.45 1.55 1.90
H 6.53 1.68 0.11
H 6.20 0.30 1.09
H 5.22 3.10 1.88
H 6.81 2.48 2.30
H 5.37 1.69 2.92
C -0.70 -1.60 0.74
C -1.58 -2.48 1.60
N -0.90 -3.67 2.07
C -1.80 -4.65 2.66
C -2.54 -4.28 3.94
C 0.34 -3.44 2.78
C 0.31 -2.56 4.03
H -0.28 -2.16 -0.10
H -1.28 -0.77 0.33
H 0.12 -1.16 1.31
H -2.44 -2.80 1.00
H -1.99 -1.87 2.42
H -1.23 -5.57 2.83
H -2.54 -4.91 1.90
H -1.89 -4.30 4.81
H -3.34 -5.00 4.13
H -3.01 -3.29 3.88
H 1.06 -3.01 2.07
H 0.77 -4.42 3.03
H -0.28 -1.65 3.88
H 1.33 -2.24 4.28
H -0.09 -3.08 4.90
C -1.21 -8.27 5.04
C -1.98 -9.55 4.74
N -3.39 -9.46 5.08
C -4.07 -10.75 5.07
C -4.19 -11.49 3.73
C -4.11 -8.35 4.48
C -4.12 -8.25 2.95
H -1.35 -7.97 6.09
H -0.15 -8.43 4.87
H -1.53 -7.44 4.41
H -1.55 -10.36 5.34
H -1.81 -9.82 3.69
H -5.07 -10.61 5.49
H -3.54 -11.40 5.78
H -4.94 -11.04 3.08
H -4.50 -12.52 3.92
H -3.24 -11.53 3.20
H -3.68 -7.43 4.88
H -5.13 -8.37 4.85
H -3.14 -8.43 2.52
H -4.43 -7.24 2.66
H -4.83 -8.94 2.50
C -0.13 6.96 -1.29
C -0.93 8.25 -1.39
N -1.67 8.36 -2.63
C -2.21 9.69 -2.87
C -3.27 10.22 -1.90
C -2.56 7.25 -2.92
C -3.66 6.91 -1.90
H 0.53 6.84 -2.15
H 0.49 6.97 -0.39
H -0.77 6.08 -1.23
H -0.23 9.09 -1.35
H -1.57 8.33 -0.50
H -2.60 9.72 -3.89
H -1.36 10.38 -2.86
H -4.24 9.76 -2.06
H -3.40 11.29 -2.06
H -2.98 10.08 -0.86
H -1.95 6.35 -3.07
H -3.02 7.44 -3.90
H -3.28 6.91 -0.88
H -4.05 5.92 -2.10
H -4.50 7.61 -1.96
*
```

=====

The highest energy belongs to which entry?
C29H74N7O3S